Computed, not measured: a molecular structure, C24H47N6O4SZr, with the ωB97M-V functional and the def2-TZVPD basis.

energy relative to the best compared isomer or geometry (same formula, charge and spin) = 0.81 kcal per mole
LUMO = -9.427 eV
net charge = +3
DFT total energy = -54876.3739 eV

XYZ file:
```
83
C24H47N6O4SZr (the ωB97M-V functional and the def2-TZVPD basis)
Zr -0.98932 -0.85433 1.92393
C 1.84463 2.52070 3.49085
C 1.48620 1.23077 2.75511
C 2.15322 1.26472 1.35162
C 2.90312 0.02165 0.79537
C 3.64137 -0.79964 1.83619
C 3.82989 0.44851 -0.33311
N 1.77732 -0.81675 0.14513
C 1.83367 -2.28317 -0.11122
C 0.44275 -2.74835 -0.56749
N -0.71072 -2.49646 0.36842
C -0.74339 -3.54400 1.43587
C 0.37346 -3.25070 2.45501
O 0.95153 -4.07660 3.06616
O 0.58861 -1.89637 2.55041
C -2.01233 -2.33552 -0.40937
C -2.61673 -3.66608 -0.82672
C -3.02199 -1.46002 0.37982
C -3.01236 0.10800 0.20067
C -3.95443 0.72085 1.23347
C -3.47535 0.47015 -1.20632
N -1.57108 0.61384 0.36487
C -1.30135 2.01104 0.83880
C -0.93283 2.08688 2.32565
N -0.04199 0.96394 2.80715
C -0.39390 0.68291 4.27146
C -1.81404 0.12280 4.43077
O -2.58636 0.53989 5.21814
O -2.09941 -0.87977 3.52545
H 2.92091 2.51899 3.66224
H 1.37341 2.61595 4.46565
H 1.61677 3.40839 2.89931
H 1.89224 0.38926 3.31585
H 2.91279 2.04473 1.41128
H 1.46317 1.62551 0.58035
H 4.32511 -0.14334 2.37606
H 4.25345 -1.56555 1.35917
H 2.98617 -1.28253 2.55987
H 4.65884 1.02343 0.07759
H 3.31237 1.06873 -1.06783
H 4.25622 -0.41930 -0.83869
H 1.03710 -0.71982 0.82205
H 1.49069 -0.31582 -0.72685
H 2.20982 -2.78603 0.77540
H 2.52949 -2.46871 -0.92878
H 0.49753 -3.81748 -0.78189
H 0.21110 -2.23245 -1.49923
H -0.64442 -4.55669 1.04411
H -1.70870 -3.51882 1.96752
H -1.71902 -1.77699 -1.30070
H -3.03506 -4.21385 0.01921
H -1.88288 -4.29867 -1.32606
H -3.42683 -3.48761 -1.53363
H -3.11700 -1.76907 1.44599
H -4.01847 -1.75359 0.04367
H -4.94055 0.27141 1.11571
H -4.07825 1.79071 1.07215
H -3.65711 0.54794 2.27006
H -4.51141 0.16367 -1.34880
H -2.86042 0.00277 -1.97688
H -3.42956 1.55122 -1.34562
H -1.15146 0.55943 -0.57448
H -2.15165 2.66906 0.66250
H -0.48877 2.38141 0.21463
H -1.83850 2.06384 2.93556
H -0.46450 3.05196 2.51879
H -0.34381 1.59026 4.86819
H 0.32258 -0.04235 4.66210
S 0.28020 0.46728 -2.31071
C 0.60852 1.14221 -3.88777
N -0.07196 2.19180 -4.31132
C 0.13473 2.83488 -5.62140
C 1.55910 2.58287 -6.08077
C 1.86270 1.09752 -6.01257
N 1.53127 0.60228 -4.66582
H -0.75478 2.58039 -3.68275
H -0.05949 3.89806 -5.50028
H -0.58924 2.43338 -6.33201
H 2.25779 3.13480 -5.45001
H 1.68223 2.93745 -7.10228
H 2.91759 0.89965 -6.18809
H 1.28248 0.53973 -6.74941
H 2.00927 -0.21117 -4.31647
```

***

Computed, not measured: a molecular structure, CH2LaLiO, with the ωB97M-V functional and the def2-TZVPD basis.

spin multiplicity = 2
LUMO (spin up / spin down) = -6.438 / -6.324 eV
net charge = +1
DFT total energy = -4167.9969 eV

XYZ file:
```
6
CH2LaLiO (the ωB97M-V functional and the def2-TZVPD basis)
C -0.69656 -0.45753 -0.43217
O 0.40849 -0.50201 0.12891
H -1.20634 0.54513 -0.34736
La -2.09154 -2.80477 -1.55003
Li 1.52221 0.79467 0.93435
H 2.06374 2.42451 1.26630
```

***

Computed, not measured: a molecular structure, C5H12N2O3, with the ωB97M-V functional and the def2-TZVPD basis.

energy relative to the best compared isomer or geometry (same formula, charge and spin) = 111.34 kcal per mole
LUMO = 0.503 eV
DFT total energy = -14498.6775 eV

XYZ file:
```
22
C5H12N2O3 (the ωB97M-V functional and the def2-TZVPD basis)
C 0.07850 -2.41005 10.42141
C 1.42170 -1.85031 10.01544
O 1.22137 -1.07151 8.83348
C 2.30163 -0.58814 8.21155
N 2.02273 -0.54196 6.83770
C 0.74724 0.54286 6.19415
O 0.08777 1.33365 6.83023
N 3.44295 -0.52953 8.75320
C 4.56158 -0.05088 7.96978
H -0.63123 -1.60293 10.64766
H -0.34825 -3.03425 9.62427
H 0.20335 -3.02318 11.32380
H 1.84984 -1.18534 10.77825
H 2.14996 -2.65009 9.82089
H 2.82095 -0.59073 6.21574
H 1.11887 0.73540 5.16881
H 5.38301 0.22840 8.64073
H 4.93586 -0.83709 7.29194
H 4.31393 0.82912 7.35207
H 0.77380 -1.61438 6.84331
O -0.29034 -1.31390 6.18668
H 0.25193 -1.62196 5.43639
```

***

Computed, not measured: 12 unconnected molecules or ions with the total composition C19H62O14, with the ωB97M-V functional and the def2-TZVPD basis.

LUMO = 0.153 eV
DFT total energy = -49367.5772 eV
structure (SMILES) = OCCO.OCCO.CCO.CCO.CCO.CCO.CCO.CO.CO.CO.CO.CO

XYZ file:
```
95
C19H62O14 (the ωB97M-V functional and the def2-TZVPD basis)
O -3.88534 -0.28103 4.45531
C -3.75245 -1.30998 3.47705
C -2.64469 -1.04712 2.43631
O -1.38061 -1.13145 3.04115
H -3.04710 -0.24405 4.92178
H -3.70666 -2.29745 3.93629
H -4.61889 -1.33957 2.81635
H -2.76947 -0.09692 1.91706
H -2.65953 -1.79062 1.63937
H -0.81731 -0.58771 2.48557
O -0.03649 5.36202 1.93936
C 0.38992 4.58655 0.79756
C 1.84991 4.06470 0.92809
O 2.05098 3.04645 1.95035
H -0.55090 4.75389 2.47523
H -0.24599 3.73189 0.56678
H 0.43737 5.34792 0.01898
H 2.54150 4.88748 1.10931
H 2.10041 3.54635 0.00253
H 2.97384 2.78272 1.96991
C 2.57591 -1.90423 2.80107
C 2.91679 -1.93631 4.33175
O 3.29938 -3.18839 4.73435
H 3.25973 -2.40643 2.11674
H 2.59011 -0.90098 2.37517
H 1.57677 -2.30645 2.63366
H 2.00970 -1.72639 4.89852
H 3.64462 -1.17429 4.61043
H 3.42183 -3.24787 5.68464
C -0.27048 -0.15434 -0.55599
C 0.89910 0.52048 0.19327
O 0.43779 0.89993 1.49384
H -0.66007 -0.98056 0.03872
H -0.06667 -0.47799 -1.57668
H -1.05997 0.59514 -0.61164
H 1.19172 1.40820 -0.36746
H 1.67595 -0.24340 0.22635
H 1.07265 1.57354 1.74837
C 4.94083 -0.31619 -1.58864
C 4.12338 -1.61086 -1.63782
O 4.56506 -2.38537 -2.72826
H 4.65262 0.23873 -0.69584
H 4.71895 0.24699 -2.49511
H 5.99860 -0.57827 -1.56499
H 3.04176 -1.51345 -1.73108
H 4.41841 -2.21932 -0.78294
H 3.87363 -3.00555 -2.97097
C 1.72465 0.13161 -3.77708
C 0.75219 0.73193 -4.72800
O -0.64530 0.53735 -4.33859
H 1.72282 0.44056 -2.73178
H 2.73836 0.30801 -4.13677
H 1.71401 -0.95531 -3.85830
H 0.77850 0.28571 -5.72214
H 0.91124 1.80947 -4.76947
H -1.14726 0.29574 -5.12042
C -0.62377 -3.41416 -3.72144
C -0.21195 -3.02893 -5.09619
O -0.94193 -3.73677 -6.08132
H -0.17299 -4.38200 -3.50187
H -1.69909 -3.36844 -3.54910
H -0.19543 -2.70383 -3.01429
H 0.85394 -3.19091 -5.25658
H -0.34638 -1.95191 -5.19650
H -0.75771 -4.67893 -6.07794
C -1.13641 3.50718 -2.92321
O -1.32390 4.86008 -3.27129
H -0.17949 3.18840 -3.33647
H -1.05747 3.27796 -1.86052
H -1.77817 2.82808 -3.48455
H -1.95904 5.33659 -2.73173
C 0.85732 1.32165 4.78115
O 1.07301 0.98854 6.12166
H -0.20718 1.35099 4.54864
H 1.33146 2.26907 4.52488
H 1.22690 0.58078 4.07219
H 1.94700 1.31697 6.34497
C -4.14829 -0.03767 -1.77872
O -5.09412 -0.86526 -1.07187
H -4.69019 0.38286 -2.62584
H -3.72514 0.74702 -1.15157
H -3.22419 -0.53458 -2.07403
H -5.95826 -0.46763 -1.20132
C -2.38921 -4.13234 -0.58614
O -1.90190 -5.40002 -0.29344
H -2.81250 -4.07516 -1.58896
H -3.21089 -3.82150 0.05909
H -1.60593 -3.38681 -0.44917
H -1.39170 -5.34051 0.51760
C -2.24323 2.63523 2.94472
O -2.21447 4.01457 3.31466
H -3.25189 2.43832 2.58146
H -1.51820 2.54458 2.13589
H -2.03110 1.93728 3.75464
H -2.91335 4.21567 3.94133
```

***

Computed, not measured: a molecular structure, C57H47IO12, with the ωB97M-V functional and the def2-TZVPD basis.

energy relative to the best compared isomer or geometry (same formula, charge and spin) = 57.66 kcal per mole
LUMO = -0.951 eV
DFT total energy = -92541.0473 eV

XYZ file:
```
117
C57H47IO12 (the ωB97M-V functional and the def2-TZVPD basis)
C 6.77003 3.58956 -2.35396
C 6.18688 4.98302 -2.69908
O 6.82188 5.94843 -2.42281
O 4.96753 4.98715 -3.29157
C 4.64558 6.25103 -3.89742
C 5.39904 6.51984 -5.24138
C 5.10787 5.45425 -6.33899
C 5.87496 4.10750 -6.16579
C 5.04177 2.85058 -6.60577
C 4.09773 2.33833 -5.44768
C 2.62947 2.66923 -5.89462
C 1.56370 2.29187 -4.82108
C 1.19647 3.56126 -4.00071
O 0.99212 3.06733 -2.62017
C 0.30743 4.05688 -2.01050
O 0.18912 4.23132 -0.75572
O -0.21860 4.94442 -2.90858
C -0.18457 4.18770 -4.14792
C -0.49930 5.19482 -5.29481
C 0.72720 5.68040 -6.09097
O 1.57108 6.37177 -5.69321
I 0.80451 5.01280 -8.17746
H 7.85954 3.63918 -2.22860
H 6.26400 3.20467 -1.45061
H 6.49501 2.92207 -3.19409
H 3.56397 6.24714 -4.13441
H 4.79148 7.09951 -3.20157
H 5.02263 7.49482 -5.61205
H 6.47341 6.61773 -4.99994
H 5.41543 5.89340 -7.30589
H 4.01154 5.30767 -6.36901
H 6.24403 3.92042 -5.14504
H 6.75251 4.13907 -6.84317
H 5.75124 2.03149 -6.82069
H 4.46556 3.16654 -7.49768
H 4.30160 2.92041 -4.52575
H 4.18878 1.25115 -5.28670
H 2.41746 2.22709 -6.88524
H 2.61655 3.76630 -6.04672
H 0.63179 1.87971 -5.26448
H 1.95508 1.50532 -4.15266
H 2.09537 4.20107 -3.94027
H -0.98480 3.43625 -4.02052
H -1.20135 4.70496 -5.98770
H -1.02430 6.05569 -4.83886
C -2.53422 3.69380 0.13403
C -1.87855 3.14228 -0.96359
C -2.47358 2.09147 -1.65957
C -3.70734 1.58726 -1.25624
C -4.34606 2.13049 -0.14009
C -3.76042 3.19126 0.54507
C -5.63745 1.57566 0.33639
O -6.19809 2.04801 1.30553
C -6.22964 0.42101 -0.39087
C -7.40885 -0.14983 0.07531
C -7.97675 -1.21813 -0.60074
C -7.37375 -1.71595 -1.75234
C -6.19597 -1.15427 -2.21779
C -5.61499 -0.09098 -1.53400
C -4.33261 0.47948 -2.02070
O -3.80172 0.04002 -3.02501
H -2.08116 4.51720 0.67492
H -0.81186 3.58384 -1.28882
H -1.97020 1.66023 -2.51797
H -4.26057 3.62246 1.40326
H -7.88222 0.23669 0.96879
H -8.89234 -1.66429 -0.23255
H -7.82248 -2.54638 -2.28364
H -5.72605 -1.54667 -3.11098
C -3.71676 -2.32273 0.06769
C -2.88078 -1.45825 0.77000
C -2.66608 -1.64874 2.12595
C -3.29600 -2.69760 2.78830
C -4.15310 -3.54943 2.08809
C -4.35181 -3.36453 0.72447
C -4.87182 -4.64519 2.79078
O -5.61452 -5.38899 2.18164
C -4.66950 -4.80717 4.25449
C -5.37513 -5.78999 4.93929
C -5.18360 -5.95837 6.30183
C -4.27898 -5.15129 6.98552
C -3.57716 -4.16644 6.30931
C -3.77671 -3.98476 4.94474
C -3.04518 -2.90386 4.23748
O -2.25719 -2.19574 4.83500
H -3.87640 -2.17817 -0.99308
H -2.39535 -0.63595 0.25683
H -2.01169 -0.97846 2.66919
H -5.00566 -4.03084 0.17626
H -6.07704 -6.42202 4.41058
H -5.73810 -6.72145 6.83397
H -4.12520 -5.28910 8.04853
H -2.87737 -3.53707 6.84493
C 1.38762 -4.21928 2.76146
C 0.24798 -3.99405 3.52769
C 0.27144 -4.22630 4.89436
C 1.43237 -4.69500 5.49816
C 2.56922 -4.94294 4.72541
C 2.54542 -4.69292 3.35798
C 3.80275 -5.49003 5.34744
O 4.79378 -5.70257 4.67731
C 3.79792 -5.78071 6.80534
C 4.92375 -6.34587 7.39457
C 4.93554 -6.60917 8.75490
C 3.82531 -6.30066 9.53554
C 2.69909 -5.74253 8.95255
C 2.67753 -5.48945 7.58534
C 1.45051 -4.92306 6.96610
O 0.47955 -4.65727 7.64692
H 1.36945 -4.02891 1.69526
H -0.65856 -3.63548 3.05691
H -0.61556 -4.04514 5.48699
H 3.42874 -4.87185 2.75857
H 5.79015 -6.58415 6.79107
H 5.81156 -7.05400 9.21065
H 3.83872 -6.50054 10.59991
H 1.83530 -5.50787 9.56113
```

***

| no. | F_max (hartree/bohr) |
| --- | --- |
| 1 | 0.0186 |
| 2 | 0.0414 |
| 3 | 0.0894 |
| 4 | 0.0477 |
| 5 | 0.1509 |